{
  "formula": "C31H70N3O2",
  "method": "wB97M-V/def2-TZVPD",
  "elements": ["C", "N", "C", "C", "N", "C", "N", "C", "C", "C", "O", "O", "H", "H", "H", "H", "H", "H", "H", "H", "H", "H", "H", "H", "H", "H", "C", "C", "C", "C", "C", "C", "H", "H", "H", "H", "H", "H", "H", "H", "H", "H", "H", "H", "H", "H", "C", "C", "C", "C", "C", "C", "H", "H", "H", "H", "H", "H", "H", "H", "H", "H", "H", "H", "H", "H", "C", "C", "C", "C", "C", "C", "H", "H", "H", "H", "H", "H", "H", "H", "H", "H", "H", "H", "H", "H", "C", "C", "C", "C", "C", "C", "H", "H", "H", "H", "H", "H", "H", "H", "H", "H", "H", "H", "H", "H"],
  "positions_angstrom": [[2.048, -0.296, -2.420], [0.802, 0.408, -2.710], [0.817, 1.304, -3.896], [-0.667, 1.625, -4.086], [-1.355, 0.468, -3.428], [-0.328, -0.288, -2.889], [-0.474, -1.554, -2.601], [-1.694, -2.363, -2.766], [-2.119, -2.548, -4.214], [-1.040, -3.276, -4.996], [-0.266, -4.027, -4.487], [-1.091, -3.058, -6.345], [2.882, 0.331, -2.720], [2.121, -1.235, -2.980], [2.119, -0.498, -1.351], [1.160, 0.724, -4.759], [1.473, 2.157, -3.751], [-0.983, 2.558, -3.623], [-0.911, 1.645, -5.145], [-1.954, 0.785, -2.669], [0.312, -2.021, -2.170], [-2.494, -1.952, -2.153], [-1.434, -3.344, -2.372], [-3.000, -3.196, -4.198], [-2.413, -1.631, -4.716], [-0.434, -2.422, -6.649], [-3.401, 4.321, -0.268], [-2.334, 4.534, 0.800], [-0.983, 4.971, 0.236], [-0.336, 3.969, -0.722], [-0.116, 2.575, -0.135], [0.817, 2.549, 1.068], [-3.125, 3.524, -0.964], [-4.357, 4.044, 0.178], [-3.557, 5.230, -0.852], [-2.217, 3.619, 1.388], [-2.677, 5.297, 1.501], [-0.299, 5.176, 1.064], [-1.106, 5.922, -0.290], [0.629, 4.372, -1.046], [-0.948, 3.887, -1.628], [0.312, 1.927, -0.904], [-1.077, 2.127, 0.143], [1.795, 2.964, 0.814], [0.962, 1.519, 1.397], [0.417, 3.120, 1.906], [1.513, 10.271, 4.193], [1.549, 9.352, 2.977], [0.549, 8.199, 3.055], [0.763, 7.243, 4.231], [2.146, 6.595, 4.290], [2.462, 5.744, 3.065], [1.776, 9.741, 5.110], [2.216, 11.097, 4.083], [0.517, 10.698, 4.330], [2.561, 8.960, 2.845], [1.333, 9.937, 2.079], [0.581, 7.638, 2.116], [-0.463, 8.611, 3.124], [0.006, 6.453, 4.177], [0.577, 7.769, 5.170], [2.199, 5.972, 5.185], [2.916, 7.362, 4.410], [1.716, 4.954, 2.946], [3.439, 5.267, 3.157], [2.472, 6.338, 2.150], [-0.209, -9.863, -0.906], [-1.591, -9.462, -1.409], [-1.574, -8.813, -2.793], [-0.770, -7.514, -2.883], [-1.216, -6.420, -1.916], [-2.656, -5.965, -2.136], [0.449, -8.999, -0.795], [-0.271, -10.352, 0.066], [0.269, -10.559, -1.599], [-2.063, -8.789, -0.686], [-2.229, -10.348, -1.452], [-2.603, -8.632, -3.115], [-1.158, -9.524, -3.513], [-0.836, -7.130, -3.906], [0.289, -7.725, -2.712], [-0.542, -5.566, -2.037], [-1.098, -6.758, -0.883], [-2.790, -5.600, -3.160], [-2.924, -5.161, -1.445], [-3.370, -6.772, -1.978], [0.415, -4.846, 3.072], [1.634, -4.028, 3.486], [1.287, -2.646, 4.037], [0.557, -1.729, 3.053], [1.303, -1.483, 1.743], [2.655, -0.798, 1.922], [-0.144, -4.363, 2.267], [0.706, -5.836, 2.719], [-0.267, -4.981, 3.914], [2.316, -3.932, 2.635], [2.189, -4.575, 4.252], [2.202, -2.159, 4.383], [0.658, -2.764, 4.924], [0.374, -0.767, 3.541], [-0.429, -2.144, 2.828], [0.668, -0.859, 1.100], [1.441, -2.431, 1.211], [2.541, 0.164, 2.425], [3.128, -0.613, 0.955], [3.350, -1.400, 2.506]],
  "forces_ev_per_a": [[0.056, -0.099, 0.147], [0.594, -0.452, -1.464], [-0.087, 0.191, 0.150], [-0.205, -0.026, 0.163], [0.545, 0.319, -0.242], [-0.629, -0.133, 0.845], [0.103, -0.009, 0.328], [-0.083, -0.122, 0.042], [-0.002, -0.094, 0.018], [-0.185, 0.091, -0.093], [0.298, 0.085, 0.084], [-0.303, 0.123, 0.085], [0.009, 0.051, 0.119], [0.009, 0.047, -0.018], [0.028, -0.008, -0.006], [0.224, 0.089, 0.050], [-0.113, 0.045, 0.112], [0.129, 0.011, 0.024], [-0.153, 0.074, 0.048], [-0.348, -0.235, -0.244], [-0.015, -0.013, -0.054], [-0.026, 0.049, -0.070], [-0.061, 0.030, 0.103], [0.001, 0.007, -0.109], [0.071, 0.054, 0.059], [0.180, -0.200, -0.029], [0.005, -0.014, 0.020], [-0.009, 0.008, -0.016], [0.013, 0.005, 0.013], [0.025, -0.001, -0.024], [-0.004, 0.027, -0.015], [-0.054, -0.069, -0.022], [0.000, -0.001, -0.001], [-0.003, 0.008, 0.001], [0.010, -0.007, -0.015], [0.011, 0.010, 0.018], [-0.009, -0.007, 0.004], [0.013, -0.010, -0.006], [-0.010, 0.002, 0.006], [0.005, -0.011, 0.001], [-0.016, 0.020, 0.014], [-0.047, 0.037, -0.042], [-0.017, 0.025, -0.004], [-0.006, 0.028, 0.024], [0.046, 0.041, 0.107], [0.005, -0.020, 0.013], [0.018, -0.008, -0.011], [-0.014, 0.018, 0.005], [-0.006, -0.014, -0.003], [-0.008, 0.005, 0.002], [-0.041, -0.004, -0.025], [0.032, -0.033, 0.021], [0.000, 0.000, 0.001], [-0.006, 0.006, -0.004], [-0.004, -0.011, 0.013], [-0.003, -0.010, -0.011], [0.012, 0.003, -0.001], [-0.001, -0.009, 0.003], [0.004, 0.009, -0.001], [0.007, -0.009, 0.008], [-0.005, 0.012, -0.006], [0.021, -0.002, -0.002], [-0.015, 0.016, 0.008], [-0.006, 0.008, -0.026], [-0.003, -0.006, -0.001], [-0.005, 0.005, 0.000], [-0.018, 0.011, 0.014], [0.020, -0.016, -0.006], [-0.004, 0.010, -0.005], [0.000, -0.015, -0.016], [-0.006, 0.022, -0.004], [0.077, 0.101, 0.030], [0.001, 0.002, -0.001], [-0.001, -0.010, -0.004], [0.011, 0.013, -0.006], [-0.016, 0.000, -0.006], [-0.003, 0.001, 0.013], [0.002, 0.008, -0.007], [-0.002, -0.007, 0.008], [0.002, 0.012, 0.005], [-0.001, -0.010, 0.003], [0.001, 0.005, 0.009], [0.013, -0.010, -0.002], [-0.030, -0.032, -0.008], [-0.035, -0.001, -0.012], [0.008, -0.012, -0.013], [0.023, 0.002, -0.013], [-0.024, -0.009, 0.007], [0.007, 0.005, 0.001], [-0.017, 0.000, 0.018], [0.006, 0.036, -0.039], [-0.020, -0.011, -0.114], [-0.003, 0.001, -0.002], [0.000, -0.006, 0.007], [-0.012, 0.013, -0.007], [0.017, 0.005, 0.011], [0.005, -0.008, -0.009], [-0.003, 0.012, -0.005], [0.003, -0.011, -0.001], [0.009, 0.004, -0.010], [0.000, -0.008, 0.005], [0.004, 0.001, -0.011], [-0.008, -0.016, 0.008], [0.022, -0.014, 0.031], [0.040, 0.041, 0.024], [-0.042, -0.035, 0.016]],
  "lowdin_charge": [0.00, -0.07, -0.09, -0.10, 0.11, -0.34, 0.17, -0.12, -0.07, -0.50, 0.14, 0.09, 0.11, 0.11, 0.09, 0.13, 0.14, 0.11, 0.12, 0.15, 0.15, 0.14, 0.11, 0.14, 0.11, 0.12, -0.11, -0.26, -0.22, -0.22, -0.27, -0.09, 0.05, 0.07, 0.08, 0.10, 0.11, 0.09, 0.12, 0.11, 0.08, 0.07, 0.10, 0.09, 0.04, 0.07, -0.11, -0.27, -0.23, -0.23, -0.26, -0.11, 0.07, 0.07, 0.08, 0.10, 0.10, 0.09, 0.11, 0.11, 0.10, 0.11, 0.10, 0.05, 0.07, 0.07, -0.11, -0.27, -0.22, -0.22, -0.27, -0.11, 0.06, 0.07, 0.08, 0.10, 0.11, 0.10, 0.11, 0.11, 0.10, 0.08, 0.10, 0.07, 0.07, 0.07, -0.11, -0.27, -0.22, -0.22, -0.29, -0.11, 0.06, 0.07, 0.08, 0.10, 0.11, 0.10, 0.11, 0.11, 0.10, 0.08, 0.09, 0.07, 0.06, 0.07],
  "charge": 1,
  "lumo_energy_ev": -2.92,
  "energy_ha": -1537.70448,
  "max_force_ev_per_a": 1.644,
  "homo_lumo_gap_ha": 0.3475
}

{
  "formula": "C31H70N3O5",
  "method": "wB97M-V/def2-TZVPD",
  "elements": ["C", "C", "C", "C", "N", "C", "C", "C", "C", "N", "C", "C", "C", "C", "C", "C", "O", "C", "N", "H", "H", "H", "H", "H", "H", "H", "H", "H", "H", "H", "H", "H", "H", "H", "H", "H", "H", "H", "H", "H", "H", "H", "H", "H", "H", "H", "H", "H", "H", "C", "C", "O", "C", "C", "H", "H", "H", "H", "H", "H", "H", "H", "H", "H", "C", "C", "O", "C", "C", "H", "H", "H", "H", "H", "H", "H", "H", "H", "H", "C", "C", "O", "C", "C", "H", "H", "H", "H", "H", "H", "H", "H", "H", "H", "C", "C", "O", "C", "C", "H", "H", "H", "H", "H", "H", "H", "H", "H", "H"],
  "positions_angstrom": [[-1.132, -4.843, -0.843], [-2.103, -4.988, -2.009], [-1.966, -3.851, -3.047], [-1.857, -2.524, -2.387], [-0.827, -1.697, -2.276], [-1.202, -0.557, -1.553], [-0.245, 0.531, -1.260], [0.965, 0.001, -0.462], [2.172, 0.913, -0.575], [3.023, 0.500, -1.696], [-2.514, -0.719, -1.236], [-3.429, 0.190, -0.495], [-4.297, -0.489, 0.558], [-5.489, -1.279, -0.018], [-6.814, -0.504, -0.027], [-7.243, -0.056, -1.420], [-6.127, 0.057, -2.291], [-6.318, 1.036, -3.296], [-2.894, -1.954, -1.767], [-1.453, -4.064, -0.157], [-1.100, -5.765, -0.275], [-0.131, -4.598, -1.187], [-1.945, -5.921, -2.533], [-3.118, -4.958, -1.625], [-1.132, -4.021, -3.719], [-2.876, -3.823, -3.638], [0.082, -1.881, -2.670], [0.109, 0.995, -2.178], [-0.751, 1.280, -0.666], [0.664, -0.097, 0.578], [1.235, -0.984, -0.832], [2.729, 0.864, 0.361], [1.839, 1.940, -0.690], [3.586, -0.293, -1.415], [3.693, 1.236, -1.887], [-4.090, 0.669, -1.218], [-2.826, 0.973, -0.052], [-3.724, -1.121, 1.232], [-4.715, 0.299, 1.174], [-5.621, -2.159, 0.605], [-5.306, -1.632, -1.027], [-7.592, -1.150, 0.365], [-6.781, 0.354, 0.636], [-7.702, 0.927, -1.330], [-8.009, -0.698, -1.854], [-5.999, 0.681, -4.272], [-7.356, 1.343, -3.387], [-5.713, 1.908, -3.045], [-3.790, -2.407, -1.712], [1.075, 3.699, 4.266], [0.489, 2.539, 3.482], [1.455, 1.627, 2.990], [2.273, 0.979, 3.947], [1.518, 0.145, 4.967], [1.797, 4.245, 3.657], [0.284, 4.386, 4.567], [1.586, 3.366, 5.170], [-0.022, 2.922, 2.598], [-0.266, 2.012, 4.078], [2.924, 1.705, 4.448], [2.925, 0.331, 3.359], [0.864, 0.754, 5.592], [2.221, -0.367, 5.624], [0.900, -0.602, 4.467], [-12.380, 2.056, -2.707], [-11.117, 2.240, -3.530], [-10.298, 1.083, -3.602], [-10.897, -0.065, -4.179], [-11.356, 0.128, -5.614], [-12.132, 1.737, -1.693], [-12.929, 2.996, -2.651], [-13.046, 1.309, -3.138], [-10.493, 3.006, -3.069], [-11.359, 2.599, -4.536], [-11.722, -0.422, -3.553], [-10.127, -0.837, -4.149], [-12.141, 0.880, -5.696], [-11.754, -0.808, -6.008], [-10.523, 0.446, -6.243], [7.310, -0.905, 2.559], [6.774, -0.886, 1.141], [5.575, -0.141, 0.983], [5.654, 1.232, 1.324], [6.663, 2.019, 0.506], [6.562, -1.300, 3.249], [8.202, -1.528, 2.612], [7.587, 0.092, 2.905], [6.525, -1.902, 0.832], [7.540, -0.527, 0.445], [5.843, 1.351, 2.397], [4.654, 1.631, 1.141], [7.683, 1.667, 0.667], [6.629, 3.073, 0.782], [6.446, 1.930, -0.559], [12.604, -1.135, 3.726], [12.039, -1.109, 2.317], [10.842, -0.361, 2.188], [10.924, 1.011, 2.525], [11.915, 1.799, 1.687], [11.865, -1.527, 4.427], [13.490, -1.769, 3.762], [12.894, -0.141, 4.070], [11.778, -2.123, 2.013], [12.791, -0.753, 1.604], [11.137, 1.132, 3.593], [9.920, 1.407, 2.362], [12.939, 1.451, 1.827], [11.884, 2.854, 1.963], [11.676, 1.709, 0.626]],
  "forces_ev_per_a": [[-0.172, -0.126, -0.119], [0.323, 0.639, 0.022], [-0.064, -0.076, 0.337], [-0.542, 0.003, -0.084], [-0.441, 0.000, 0.145], [-0.286, -0.208, -0.270], [0.505, -0.440, 0.249], [-0.400, 0.323, -0.057], [0.453, -0.493, 0.405], [-0.203, 0.379, -0.251], [0.127, -0.126, 0.055], [-0.129, -0.138, -0.209], [-0.371, 0.046, -0.220], [-0.030, -0.104, 0.676], [-0.041, -0.380, -0.422], [-0.164, 0.634, 0.115], [-0.069, -0.209, -0.126], [0.179, 0.349, -0.064], [0.898, 0.109, -0.190], [-0.004, 0.191, 0.069], [0.140, -0.134, 0.107], [0.201, -0.090, -0.002], [-0.116, -0.265, -0.048], [-0.223, -0.265, 0.022], [0.202, 0.042, -0.033], [-0.039, -0.026, -0.354], [0.128, 0.096, 0.016], [-0.022, 0.061, -0.210], [-0.110, 0.294, -0.015], [0.018, -0.109, 0.138], [0.161, -0.202, 0.061], [-0.053, 0.109, 0.217], [0.076, 0.191, -0.187], [-0.004, -0.077, 0.102], [0.005, 0.009, -0.147], [-0.074, 0.070, -0.041], [0.169, 0.120, 0.135], [0.318, -0.061, -0.066], [0.005, 0.123, 0.229], [-0.026, -0.188, 0.056], [0.013, -0.009, -0.121], [-0.197, -0.054, 0.094], [0.226, 0.132, 0.126], [-0.175, 0.103, 0.003], [0.061, -0.295, -0.109], [0.125, -0.307, -0.030], [-0.188, -0.033, 0.032], [-0.016, 0.208, -0.045], [-0.192, 0.205, 0.118], [0.107, -0.046, 0.013], [-0.052, 0.052, 0.125], [-0.114, -0.050, -0.340], [0.197, -0.070, 0.086], [-0.177, 0.090, -0.057], [-0.017, 0.014, -0.012], [-0.013, 0.006, -0.018], [-0.053, -0.006, 0.033], [0.036, -0.046, -0.042], [0.034, 0.002, 0.058], [-0.045, 0.023, 0.047], [0.018, 0.014, -0.025], [0.046, 0.015, 0.039], [0.024, -0.009, -0.020], [0.025, -0.025, 0.002], [0.013, -0.133, 0.001], [-0.072, 0.104, 0.008], [0.195, -0.010, 0.068], [-0.048, -0.098, -0.049], [0.007, 0.129, 0.006], [0.003, 0.025, 0.008], [0.017, 0.020, 0.006], [-0.029, 0.047, -0.039], [0.061, -0.039, -0.008], [-0.043, -0.034, -0.008], [-0.040, 0.037, -0.025], [0.045, 0.036, 0.045], [-0.047, -0.045, 0.013], [0.017, -0.021, 0.008], [0.008, -0.023, -0.004], [-0.088, 0.060, 0.078], [0.161, -0.070, 0.009], [-0.218, -0.044, -0.105], [-0.039, 0.130, 0.022], [0.075, -0.101, -0.010], [-0.007, -0.020, -0.022], [0.025, 0.023, -0.019], [0.083, -0.014, -0.024], [-0.078, 0.018, -0.022], [0.024, 0.037, 0.038], [0.071, 0.001, -0.015], [-0.009, -0.046, 0.021], [0.007, 0.035, 0.043], [-0.030, 0.004, -0.001], [-0.010, 0.017, -0.006], [-0.070, 0.097, 0.041], [0.120, -0.047, 0.012], [-0.182, -0.073, -0.065], [0.019, 0.103, 0.041], [0.057, -0.092, -0.045], [0.006, -0.025, -0.005], [-0.005, -0.023, -0.012], [0.060, -0.008, -0.028], [-0.066, 0.018, -0.027], [0.021, 0.039, 0.035], [0.056, 0.003, -0.009], [-0.033, -0.063, -0.003], [0.007, 0.038, 0.051], [-0.026, 0.007, 0.002], [-0.017, 0.016, 0.000]],
  "lowdin_charge": [-0.09, -0.22, -0.10, -0.26, 0.22, -0.15, -0.11, -0.18, -0.28, 0.01, -0.13, -0.11, -0.16, -0.19, -0.15, -0.21, -0.22, -0.09, 0.22, 0.07, 0.08, 0.08, 0.11, 0.11, 0.13, 0.13, 0.18, 0.13, 0.11, 0.11, 0.10, 0.08, 0.12, 0.07, 0.06, 0.12, 0.11, 0.11, 0.11, 0.11, 0.08, 0.11, 0.11, 0.12, 0.12, 0.09, 0.08, 0.09, 0.16, -0.07, -0.28, -0.18, -0.28, -0.07, 0.08, 0.08, 0.07, 0.11, 0.11, 0.11, 0.11, 0.07, 0.08, 0.08, -0.08, -0.28, -0.18, -0.28, -0.08, 0.08, 0.08, 0.07, 0.12, 0.11, 0.11, 0.11, 0.07, 0.08, 0.08, -0.07, -0.27, -0.18, -0.29, -0.07, 0.08, 0.08, 0.06, 0.12, 0.11, 0.11, 0.10, 0.06, 0.08, 0.08, -0.08, -0.28, -0.18, -0.28, -0.08, 0.08, 0.08, 0.07, 0.12, 0.11, 0.11, 0.10, 0.07, 0.08, 0.08],
  "charge": 1,
  "lumo_energy_ev": -1.97,
  "energy_ha": -1763.35616,
  "max_force_ev_per_a": 0.925,
  "homo_lumo_gap_ha": 0.3292
}